(1)
Entry from OMol25: a molecular structure, C39H32InN9O7P2 (the ωB97M-V functional and the def2-TZVPD basis).

Geometry as XYZ:
```
90
Properties=species:S:1:pos:R:3:forces:R:3
In 0.01808 0.69028 0.62015 -0.21 0.25 0.31
C 5.19605 2.65688 -3.11496 0.03 0.00 0.01
C 4.24968 2.73781 -4.14404 -0.01 0.01 -0.02
C 2.93323 2.36374 -3.93914 -0.01 -0.03 0.01
C 2.58361 1.91571 -2.67265 -0.02 0.02 -0.01
C 1.32095 1.43732 -2.11734 0.12 0.04 0.07
N 0.21325 1.28369 -2.82206 0.02 0.03 -0.14
C -0.87974 0.69559 -2.37044 -0.15 -0.01 0.05
C -2.06317 0.44353 -3.18847 0.01 -0.01 -0.02
C -2.36092 0.73764 -4.51229 0.02 0.01 0.02
C -3.58337 0.31457 -5.00346 0.00 0.00 -0.03
C -4.48452 -0.39297 -4.19732 -0.03 -0.01 0.01
C -4.18472 -0.69504 -2.88048 0.02 0.01 0.01
C -2.96096 -0.26228 -2.38443 -0.04 -0.01 0.04
C -2.31484 -0.43522 -1.08563 0.07 0.16 -0.25
N -2.83550 -1.12761 -0.09365 -0.25 -0.12 -0.04
C -2.23613 -1.41973 1.04421 0.26 -0.02 0.24
N -0.98632 -1.03847 1.45266 -0.14 0.05 0.04
C -0.70228 -1.58579 2.65591 -0.13 -0.01 -0.12
N 0.42096 -1.47279 3.35680 0.02 -0.04 0.09
C 1.47394 -0.79405 2.95064 0.18 0.07 0.01
N 1.59603 -0.00903 1.85208 0.07 -0.04 -0.11
C 2.89281 0.38916 1.68573 -0.16 -0.10 0.17
N 3.43019 1.01244 0.66427 0.24 0.05 0.01
C 2.82922 1.31762 -0.47383 -0.12 0.03 -0.18
N 1.52345 1.14094 -0.80844 0.07 -0.09 -0.06
C 3.52643 1.83662 -1.64490 0.05 0.04 0.01
C 4.85027 2.20129 -1.85491 -0.03 -0.01 0.01
C 3.65936 -0.10166 2.83154 0.06 -0.02 0.01
C 4.99846 0.01752 3.17213 -0.02 0.03 -0.01
C 5.42132 -0.60709 4.33366 0.04 0.01 0.00
C 4.53544 -1.34321 5.12662 -0.03 -0.03 0.02
C 3.20095 -1.47557 4.77752 0.00 0.03 -0.01
C 2.77653 -0.83703 3.62230 -0.03 -0.03 0.00
C -1.84237 -2.39507 3.07681 0.11 -0.03 0.04
C -2.05459 -3.18959 4.19614 -0.01 0.03 0.01
C -3.25914 -3.86406 4.28308 0.04 -0.01 0.04
C -4.22379 -3.75552 3.27381 -0.05 -0.02 0.01
C -4.00860 -2.97207 2.15519 -0.01 0.04 -0.05
C -2.80262 -2.28592 2.06975 -0.07 -0.06 -0.07
N -1.09672 0.17448 -1.13831 0.04 -0.15 -0.09
H 6.21682 2.95604 -3.31564 0.00 0.00 0.01
H 4.55923 3.10047 -5.11580 0.00 0.00 0.00
H 2.19599 2.41614 -4.72899 0.00 0.01 0.00
H -1.65670 1.27935 -5.12945 0.00 0.00 0.01
H -3.85218 0.52914 -6.02977 0.00 0.01 0.00
H -5.43140 -0.70747 -4.61730 0.00 0.00 0.00
H -4.86995 -1.24713 -2.25082 -0.01 0.00 -0.01
H 5.57616 2.12896 -1.05630 0.00 0.00 0.01
H 5.67909 0.58189 2.54902 0.00 0.00 -0.01
H 6.45805 -0.52983 4.63533 0.00 0.00 0.00
H 4.90418 -1.81974 6.02578 0.00 0.00 0.00
H 2.50786 -2.04943 5.37761 0.00 -0.01 0.00
H -1.29975 -3.27004 4.96676 0.01 0.00 0.00
H -3.46273 -4.48995 5.14226 0.00 0.00 0.00
H -5.15413 -4.29902 3.37788 0.00 0.00 -0.02
H -4.74900 -2.88867 1.37069 0.00 0.00 -0.01
C -1.31859 4.20847 3.11188 -0.02 -0.03 0.03
C -1.22355 4.38057 1.59809 -0.04 0.22 0.16
O -1.60577 5.70120 1.20485 0.05 -0.05 -0.06
P 0.48692 4.15042 1.02687 -0.06 0.10 -0.01
O 0.49227 4.45217 -0.51226 -0.09 0.06 -0.09
O 1.37378 5.29471 1.65901 0.04 0.04 0.02
O 0.95433 2.81148 1.44633 0.09 -0.29 0.02
P -2.13514 3.09241 0.67750 -0.07 -0.09 -0.19
O -3.63454 3.47642 1.09073 -0.03 0.04 0.13
O -1.87811 3.26508 -0.78309 0.04 0.02 -0.03
O -1.75792 1.75166 1.28085 0.04 -0.02 0.06
H -0.66471 4.92380 3.61128 0.00 0.01 -0.02
H -1.04310 3.19953 3.41313 0.00 0.01 -0.01
H -2.34558 4.40211 3.42371 -0.01 -0.03 0.01
H -2.56523 5.73068 1.10969 -0.01 -0.01 0.01
H -0.35344 4.10594 -0.91694 0.05 -0.03 0.01
H 1.13303 6.16658 1.31768 0.03 0.03 0.00
H -4.31534 3.03914 0.56715 0.01 -0.02 -0.08
C -1.22261 -4.18075 -1.35290 -0.01 -0.02 -0.04
C -0.02479 -3.68848 -2.17718 -0.09 -0.01 -0.01
C 0.88128 -4.86092 -2.56612 0.00 -0.03 -0.01
C -0.50928 -2.94861 -3.43041 -0.01 -0.03 -0.01
C 0.74442 -2.74824 -1.34708 0.03 0.10 0.05
N 1.32516 -2.00352 -0.69308 0.06 -0.04 0.00
H -1.79399 -4.89334 -1.95060 0.00 0.00 0.00
H -1.87981 -3.35404 -1.08127 0.01 -0.01 0.00
H -0.89409 -4.67921 -0.44052 0.01 0.00 0.01
H 0.31086 -5.55734 -3.18262 0.00 0.00 0.00
H 1.23858 -5.39310 -1.68465 0.01 0.01 0.01
H 1.74259 -4.51880 -3.13953 0.01 0.01 0.01
H -1.06868 -3.64562 -4.05711 0.00 0.01 0.00
H 0.32838 -2.55683 -4.00787 0.01 0.00 0.01
H -1.16882 -2.12133 -3.17099 0.01 0.00 0.01
```
Positions in Å, forces in eV/Å.

E = -3398.1395 a.u.
Kohn-Sham gap (alpha / beta) = 0.1813 / 0.1855 Eh
M = 915.51 g/mol

=====

(2)
Entry from OMol25: a molecular structure, C43H48N2OP2PdSSi2 (the ωB97M-V functional and the def2-TZVPD basis).

Geometry as XYZ:
```
100
Properties=species:S:1:pos:R:3:forces:R:3
Pd 0.37403 0.89103 0.64744 0.10 0.63 -0.06
C 3.14354 1.08466 -2.97341 0.18 0.07 0.08
Si 1.43004 0.59358 -3.62308 -0.11 0.16 0.09
C 1.74961 -0.90387 -4.73217 0.10 -0.17 -0.07
C 0.91288 1.98312 -4.81174 -0.07 0.09 -0.09
N 0.28556 0.45545 -2.42836 -0.21 -0.42 0.17
P -0.24868 -0.68417 -1.44111 -0.44 0.15 -0.40
C -1.35815 -0.19228 -0.25772 1.14 -0.50 0.40
P -1.62739 -0.78978 1.30173 -0.86 -0.26 -0.13
N -2.22956 0.19482 2.39450 0.36 -0.26 -0.42
Si -2.47375 0.41343 4.00833 -0.04 0.12 0.01
C -2.39863 -1.09780 5.14434 0.02 -0.17 0.11
C -1.28583 1.67601 4.74271 0.21 0.14 0.10
C -4.18537 1.13081 4.33165 -0.20 0.08 0.01
C -0.26209 -1.81531 2.04212 -0.05 -0.07 -0.15
C 0.64529 -1.24171 2.93213 -0.03 0.14 0.07
C 1.72754 -1.95746 3.42019 0.01 -0.08 -0.02
C 1.93239 -3.27670 3.02267 -0.07 0.07 -0.01
C 1.04272 -3.86228 2.13481 -0.06 0.08 0.02
C -0.04385 -3.13426 1.65576 0.04 -0.09 -0.02
C -2.95960 -2.11731 1.15311 -0.02 0.12 0.02
C -3.71478 -2.14392 -0.01509 -0.07 -0.07 -0.01
C -4.78086 -3.02658 -0.17036 0.07 0.05 0.05
C -5.10926 -3.90906 0.84877 0.05 0.04 0.05
C -4.36671 -3.89501 2.02784 0.02 0.05 -0.08
C -3.31141 -3.00340 2.17483 0.09 -0.01 0.06
C 1.26946 -1.75484 -1.07822 0.00 0.02 -0.05
C 2.22282 -1.35533 -0.13554 -0.08 -0.11 -0.01
C 3.42017 -2.03454 0.03021 -0.03 -0.03 -0.06
C 3.71355 -3.14241 -0.75643 0.00 0.04 0.04
C 2.79438 -3.54985 -1.71008 -0.10 0.08 0.02
C 1.59433 -2.86021 -1.86745 -0.01 -0.07 -0.02
C -1.24224 -1.87286 -2.50604 0.09 0.01 0.14
C -1.54503 -3.16752 -2.08333 -0.06 -0.07 -0.02
C -2.41814 -3.98250 -2.79335 0.06 0.10 -0.01
C -3.03182 -3.50367 -3.94496 0.05 0.05 0.02
C -2.75872 -2.20827 -4.36938 0.02 0.01 0.03
C -1.86979 -1.40762 -3.65946 0.03 0.01 -0.01
H 3.31303 2.16307 -3.08195 -0.03 -0.07 0.01
H 3.94771 0.56722 -3.50826 0.00 0.04 0.01
H 3.22377 0.83145 -1.91161 0.01 -0.02 -0.04
H 2.24193 -0.57054 -5.65386 0.01 -0.05 0.00
H 0.82589 -1.42481 -5.00125 0.00 0.05 0.00
H 2.40847 -1.62397 -4.23709 -0.04 0.01 -0.03
H 1.72666 2.68616 -5.02404 -0.02 -0.04 0.01
H 0.08821 2.53402 -4.34982 0.05 0.02 -0.04
H 0.56641 1.58434 -5.77176 -0.05 0.02 0.05
H -1.61982 -1.80519 4.84938 0.05 0.03 0.01
H -3.35579 -1.63020 5.13630 0.04 0.00 -0.01
H -2.19595 -0.77877 6.17293 -0.03 -0.05 0.01
H -0.24082 1.39593 4.57254 -0.07 0.04 0.04
H -1.43870 1.80372 5.82098 0.02 0.03 -0.03
H -1.43576 2.64647 4.25693 0.01 -0.03 0.03
H -4.94546 0.43978 3.95321 0.00 0.05 0.02
H -4.29828 2.07882 3.79653 -0.03 -0.03 0.02
H -4.37373 1.30725 5.39764 0.01 0.00 -0.04
H 0.50979 -0.20454 3.22584 -0.02 -0.03 -0.03
H 2.42099 -1.47749 4.10147 0.01 -0.01 0.01
H 2.78518 -3.83539 3.39137 0.01 0.00 0.00
H 1.19737 -4.88146 1.79969 0.00 -0.01 -0.01
H -0.72661 -3.60169 0.95550 -0.02 0.00 0.04
H -3.43826 -1.45592 -0.80732 -0.02 0.01 0.00
H -5.34407 -3.02879 -1.09725 0.00 -0.01 0.00
H -5.93563 -4.60168 0.72906 0.00 -0.01 0.01
H -4.61523 -4.57812 2.83322 0.01 0.00 0.01
H -2.74860 -2.99859 3.10477 -0.02 0.01 -0.07
H 2.01604 -0.49404 0.50151 0.01 -0.03 -0.03
H 4.12229 -1.69890 0.78505 0.00 0.01 0.01
H 4.64769 -3.67831 -0.62833 0.00 0.00 0.01
H 3.00934 -4.40314 -2.34422 -0.01 -0.01 -0.01
H 0.90785 -3.19083 -2.63630 0.02 0.01 0.00
H -1.10205 -3.54226 -1.16640 0.00 0.01 -0.04
H -2.63784 -4.98107 -2.43303 0.00 -0.01 0.01
H -3.72155 -4.12998 -4.49974 -0.01 0.00 0.00
H -3.24101 -1.81765 -5.25920 0.00 0.00 -0.01
H -1.65532 -0.39418 -3.98265 0.01 -0.01 -0.01
O 1.92614 2.52724 2.18921 0.05 0.11 -0.69
S 2.09336 2.59729 0.68090 -0.09 -0.12 0.83
C 3.27259 3.98625 0.48476 -0.08 0.01 0.05
C 3.31378 4.98487 1.44775 0.08 0.04 -0.08
C 4.22125 6.02393 1.30673 0.00 -0.05 -0.03
C 5.08354 6.05651 0.21221 -0.04 -0.02 0.03
C 5.04278 5.04452 -0.73536 -0.05 -0.04 0.01
C 4.13596 3.99636 -0.59590 0.08 0.05 -0.03
C 0.66607 3.45208 -0.00723 0.08 0.09 -0.01
C -0.52184 3.36329 0.70999 -0.06 0.26 0.21
C -1.68507 3.87536 0.14762 -0.03 -0.08 -0.01
C -1.66095 4.44741 -1.11329 0.07 0.00 -0.07
C -0.46598 4.52281 -1.82496 -0.14 0.01 0.06
C 0.70005 4.01978 -1.27489 0.04 -0.14 -0.03
H 2.64086 4.92008 2.29470 0.00 -0.01 0.00
H 4.26151 6.81039 2.05116 0.01 0.01 0.00
H 5.79206 6.86928 0.10581 0.00 0.01 0.00
H 5.71918 5.06199 -1.58150 0.01 0.00 0.00
H 4.10378 3.18655 -1.31866 0.00 0.05 0.05
H -0.54428 2.93760 1.70767 0.07 -0.01 -0.02
H -2.61587 3.76300 0.68877 0.00 0.04 -0.01
H -2.57836 4.81630 -1.55620 0.01 0.00 -0.01
H -0.44673 4.95278 -2.81892 -0.01 0.00 0.00
H 1.62136 4.04122 -1.84606 -0.01 -0.01 0.03
```
Positions in Å, forces in eV/Å.

E = -3639.9318 a.u.
Kohn-Sham gap = 0.1751 Eh
Net charge = -2
M = 865.48 g/mol

=====

Going through the records in order, we get relative energy (zero: lowest compared OMol25 entry of this formula, charge and spin) values of 0.00, 15.75 kJ/mol.